Entry 1:
ORCA calculation (ωB97M-V with the def2-TZVPD basis set) on C2H5OP in the gas phase in a non-equilibrium geometry.

CARTESIAN COORDINATES (ANGSTROEM)
P (-1.138, -0.406, 0.113)
C (0.546, -0.439, -0.474)
C (1.447, 0.704, -0.152)
O (1.534, -0.524, 0.534)
H (-2.113, -0.136, 1.134)
H (-1.733, -1.686, -0.107)
H (-1.944, 0.155, -0.886)
H (2.264, 0.940, -0.770)
H (1.138, 1.391, 0.610)

## Properties
Total energy = -495.6114 hartree
Relative energy (zero: lowest compared OMol25 entry of this formula, charge and spin) = 106.1 kcal/mol
LUMO = 0.62 eV
Net charge = 0
HOMO-LUMO gap = 8.6 eV



Entry 2:
ORCA calculation (ωB97M-V with the def2-TZVPD basis set) on C5H7N in the gas phase in a non-equilibrium geometry.

CARTESIAN COORDINATES (ANGSTROEM)
C (1.519, 0.584, -0.062)
C (0.502, -0.523, -0.222)
C (-0.532, -0.859, 0.801)
C (-0.966, -0.297, -0.542)
C (-1.639, 0.970, -0.386)
N (-2.266, 1.905, -0.110)
H (1.959, 0.832, -1.036)
H (2.335, 0.271, 0.602)
H (1.065, 1.491, 0.353)
H (0.883, -1.393, -0.756)
H (-0.676, -0.149, 1.612)
H (-0.776, -1.887, 1.041)
H (-1.408, -0.943, -1.297)

## Properties
Total energy = -249.4339 hartree
Relative energy (zero: lowest compared OMol25 entry of this formula, charge and spin) = 24.7 kcal/mol
LUMO = 0.93 eV
Net charge = 0
HOMO-LUMO gap = 11.5 eV



Entry 3:
ORCA calculation (ωB97M-V with the def2-TZVPD basis set) on 19 unconnected molecules or ions with the total composition C26H48Cl38F3N4O in a non-equilibrium geometry.

CARTESIAN COORDINATES (ANGSTROEM)
O (4.545, -0.734, 1.637)
C (3.534, -0.105, 1.500)
C (3.302, 0.725, 0.267)
N (2.001, 1.403, 0.274)
C (1.009, 1.082, -0.752)
C (-0.410, 0.758, -0.285)
C (-0.521, -0.119, 0.931)
F (0.578, -0.864, 1.150)
F (-0.745, 0.599, 2.061)
F (-1.555, -0.971, 0.822)
C (1.829, 2.320, 1.215)
N (2.778, 2.617, 2.128)
C (2.245, 3.554, 2.878)
N (1.009, 3.866, 2.496)
N (0.724, 3.077, 1.419)
H (2.756, -0.136, 2.273)
H (3.403, 0.115, -0.620)
H (4.087, 1.473, 0.239)
H (0.961, 1.892, -1.478)
H (1.387, 0.216, -1.280)
H (-1.012, 1.651, -0.163)
H (-0.874, 0.217, -1.105)
H (2.729, 4.046, 3.702)
H (0.364, 4.546, 2.861)
H (-0.177, 3.176, 0.965)
C (-3.312, -1.274, -3.226)
Cl (-1.805, -0.323, -3.215)
Cl (-4.233, -1.010, -4.703)
H (-3.045, -2.319, -3.134)
H (-3.928, -0.959, -2.393)
C (-0.645, -0.827, 5.060)
Cl (-0.885, -2.447, 5.707)
Cl (-1.149, 0.450, 6.181)
H (0.412, -0.698, 4.853)
H (-1.228, -0.735, 4.156)
C (-3.229, 3.978, 2.690)
Cl (-4.700, 4.911, 2.508)
Cl (-2.509, 3.552, 1.105)
H (-2.507, 4.562, 3.248)
H (-3.464, 3.052, 3.200)
C (-2.869, 7.826, 0.250)
Cl (-2.865, 7.985, -1.507)
Cl (-1.240, 7.511, 0.887)
H (-3.227, 8.744, 0.689)
H (-3.508, 6.999, 0.522)
C (5.057, -3.604, 3.281)
Cl (4.011, -4.209, 1.985)
Cl (6.515, -4.578, 3.464)
H (5.339, -2.589, 3.032)
H (4.500, -3.639, 4.210)
C (-2.983, -2.503, -7.873)
Cl (-2.964, -1.969, -9.557)
Cl (-1.372, -2.930, -7.278)
H (-3.366, -1.692, -7.272)
H (-3.618, -3.377, -7.792)
C (2.362, 7.386, -0.564)
Cl (1.256, 7.157, -1.909)
Cl (2.163, 6.121, 0.675)
H (3.379, 7.337, -0.930)
H (2.161, 8.343, -0.098)
C (0.521, -5.161, 2.586)
Cl (-0.503, -5.314, 1.149)
Cl (-0.033, -6.169, 3.924)
H (1.526, -5.464, 2.324)
H (0.504, -4.127, 2.905)
C (10.484, -4.768, 2.866)
Cl (9.789, -6.155, 3.712)
Cl (10.102, -3.232, 3.655)
H (11.560, -4.883, 2.851)
H (10.083, -4.746, 1.860)
C (4.620, -8.020, 4.913)
Cl (5.533, -7.097, 6.109)
Cl (3.330, -7.063, 4.168)
H (5.298, -8.344, 4.134)
H (4.166, -8.869, 5.409)
C (-1.027, 2.591, -5.227)
Cl (-2.288, 3.562, -5.976)
Cl (-0.194, 3.378, -3.873)
H (-1.486, 1.686, -4.851)
H (-0.283, 2.356, -5.979)
C (-4.274, -3.935, 6.697)
Cl (-5.476, -4.089, 5.411)
Cl (-4.383, -5.255, 7.868)
H (-3.290, -3.953, 6.249)
H (-4.438, -3.000, 7.217)
C (3.163, -0.474, 6.475)
Cl (2.884, -2.132, 5.939)
Cl (3.101, 0.696, 5.138)
H (2.401, -0.208, 7.197)
H (4.149, -0.418, 6.916)
C (-5.441, 9.832, 3.210)
Cl (-6.493, 9.163, 1.960)
Cl (-3.804, 9.160, 3.111)
H (-5.377, 10.905, 3.077)
H (-5.852, 9.588, 4.182)
C (-0.111, 0.014, -10.300)
Cl (-0.467, 0.395, -8.610)
Cl (1.210, 0.993, -10.941)
H (0.169, -1.031, -10.358)
H (-1.002, 0.207, -10.884)
C (-4.069, 1.919, -8.970)
Cl (-3.903, 0.172, -9.213)
Cl (-3.931, 2.825, -10.477)
H (-5.038, 2.118, -8.530)
H (-3.276, 2.225, -8.303)
C (6.594, 1.802, -2.526)
Cl (5.557, 1.599, -3.941)
Cl (6.226, 0.617, -1.262)
H (7.626, 1.674, -2.826)
H (6.432, 2.794, -2.123)
C (-6.219, -2.633, -10.041)
Cl (-6.258, -4.178, -9.183)
Cl (-7.291, -1.433, -9.311)
H (-5.207, -2.249, -10.008)
H (-6.535, -2.797, -11.063)
C (-4.826, -8.683, 6.380)
Cl (-6.035, -8.819, 5.097)
Cl (-4.929, -10.012, 7.540)
H (-3.842, -8.699, 5.927)
H (-4.989, -7.753, 6.906)

## Properties
Total energy = -19100.3338 hartree
LUMO = -2.66 eV
Net charge = +1
HOMO-LUMO gap = 8.7 eV



Entry 4:
ORCA calculation (ωB97M-V with the def2-TZVPD basis set) on C3H3NS in the gas phase in a non-equilibrium geometry.

CARTESIAN COORDINATES (ANGSTROEM)
C (1.487, -0.194, 0.096)
C (-1.312, 0.886, -0.026)
C (0.535, -1.137, 0.076)
N (2.443, 0.512, 0.145)
S (-1.124, -0.814, 0.133)
H (-2.336, 1.174, -0.184)
H (-0.660, 1.665, -0.287)
H (0.966, -2.092, 0.047)

## Properties
Total energy = -568.9419 hartree
Relative energy (zero: lowest compared OMol25 entry of this formula, charge and spin) = 47.5 kcal/mol
LUMO (alpha / beta) = -1.17 / -0.72 eV
Net charge = 0
HOMO-LUMO gap (alpha / beta) = 7.4 / 7.8 eV



Entry 5:
ORCA calculation (ωB97M-V with the def2-TZVPD basis set) on 2 unconnected molecules or ions with the total composition C3H8O2 in a non-equilibrium geometry.

CARTESIAN COORDINATES (ANGSTROEM)
O (0.041, -1.274, 0.002)
C (0.558, -0.577, -0.891)
C (1.328, 0.712, -0.821)
C (1.167, 1.333, 0.608)
H (0.435, -1.028, -1.876)
H (0.864, 1.440, -1.576)
H (2.410, 0.598, -0.820)
H (1.636, 2.420, 0.756)
H (1.683, 0.648, 1.301)
H (0.134, 1.370, 0.889)
H (-1.838, -0.559, 0.278)
H (-2.887, -1.112, 1.307)
O (-2.636, -0.299, 0.793)

## Properties
Multiplicity = 2
Total energy = -269.5207 hartree
Relative energy (zero: lowest compared OMol25 entry of this formula, charge and spin) = 2.6 kcal/mol
LUMO (alpha / beta) = 4.39 / 4.33 eV
⟨S²⟩ = 0.754
Net charge = -1
HOMO-LUMO gap (alpha / beta) = 3.8 / 7.5 eV



Entry 6:
ORCA calculation (ωB97M-V with the def2-TZVPD basis set) on a gas-phase ion, C3H6IN2 (charge +1) in a non-equilibrium geometry.

CARTESIAN COORDINATES (ANGSTROEM)
C (-1.541, 0.089, -0.087)
C (0.742, 0.787, 0.112)
C (0.955, -0.767, 0.039)
N (-0.701, 1.074, 0.052)
N (-0.248, -1.481, -0.012)
I (-3.526, -0.129, -0.062)
H (1.119, 1.062, 1.188)
H (1.296, 1.303, -0.624)
H (1.584, -1.062, -0.804)
H (1.422, -1.062, 1.062)
H (-0.654, 2.109, 0.036)
H (-0.449, -1.922, -0.899)

## Properties
Total energy = -524.7271 hartree
Relative energy (zero: lowest compared OMol25 entry of this formula, charge and spin) = 82.1 kcal/mol
LUMO = -4.93 eV
Net charge = +1
HOMO-LUMO gap = 9.2 eV



Entry 7:
ORCA calculation (ωB97M-V with the def2-TZVPD basis set) on 9 unconnected molecules or ions with the total composition H18O9 in a non-equilibrium geometry.

CARTESIAN COORDINATES (ANGSTROEM)
O (-1.203, 0.878, -1.605)
H (-1.800, 1.591, -1.882)
H (-0.396, 1.074, -2.061)
O (0.973, -0.629, -0.133)
H (0.107, -0.438, 0.205)
H (0.854, -0.445, -1.045)
O (1.988, 2.108, 0.251)
H (2.857, 2.242, -0.062)
H (1.752, 1.320, -0.212)
O (-0.269, -1.301, 3.490)
H (-0.433, -0.721, 4.235)
H (-0.889, -1.030, 2.798)
O (1.788, -0.072, 2.425)
H (1.188, -0.682, 2.836)
H (1.582, -0.239, 1.538)
O (-2.052, -2.373, 1.035)
H (-2.564, -1.552, 0.973)
H (-2.691, -3.018, 1.387)
O (-0.764, 0.970, 1.608)
H (-1.215, 1.725, 1.255)
H (0.095, 1.244, 2.023)
O (1.156, 0.844, -2.775)
H (2.066, 1.146, -2.889)
H (0.757, 0.899, -3.671)
O (-0.855, -1.467, -3.060)
H (-1.330, -1.543, -3.841)
H (-0.705, -0.538, -2.829)

## Properties
Total energy = -687.9272 hartree
Relative energy (zero: lowest compared OMol25 entry of this formula, charge and spin) = 61.9 kcal/mol
LUMO = -0.21 eV
Net charge = 0
HOMO-LUMO gap = 9.7 eV



Entry 8:
ORCA calculation (ωB97M-V with the def2-TZVPD basis set) on C4H8O in the gas phase.

CARTESIAN COORDINATES (ANGSTROEM)
C (0.386, 0.446, 1.395)
C (0.031, -0.179, 0.059)
C (0.384, 0.691, -1.135)
C (-1.034, -1.181, -0.083)
O (0.333, -1.557, -0.150)
H (-0.275, 0.144, 2.212)
H (1.420, 0.240, 1.693)
H (0.291, 1.526, 1.262)
H (-0.235, 0.453, -2.004)
H (1.432, 0.529, -1.405)
H (0.256, 1.755, -0.911)
H (-1.569, -1.576, 0.782)
H (-1.590, -1.210, -1.022)

## Properties
Total energy = -232.4039 hartree
Relative energy (zero: lowest compared OMol25 entry of this formula, charge and spin) = 26.2 kcal/mol
LUMO = 1.03 eV
Net charge = 0
HOMO-LUMO gap = 11.2 eV



Entry 9:
ORCA calculation (ωB97M-V with the def2-TZVPD basis set) on a molecular structure, C38H36AsClN6O9Zr in a non-equilibrium geometry.

CARTESIAN COORDINATES (ANGSTROEM)
Zr (-0.477, -0.577, -0.099)
C (-2.851, -0.889, 2.647)
C (-1.557, -0.033, 2.926)
C (-1.246, -0.119, 4.394)
C (0.004, 0.068, 4.818)
C (1.076, 0.164, 3.864)
C (0.831, -0.199, 2.577)
N (-0.419, -0.458, 2.078)
C (1.999, -0.400, 1.657)
C (3.271, -0.593, 2.178)
C (4.344, -0.738, 1.326)
C (4.120, -0.726, -0.038)
C (2.828, -0.582, -0.522)
N (1.786, -0.398, 0.319)
C (2.621, -0.662, -2.008)
C (3.319, -1.617, -2.735)
C (3.105, -1.691, -4.101)
C (2.199, -0.827, -4.683)
C (1.515, 0.081, -3.878)
C (0.462, 0.988, -4.463)
N (1.743, 0.159, -2.568)
H (-3.207, -1.272, 3.602)
H (-2.550, -1.755, 2.072)
H (-4.156, -0.566, 0.995)
H (-2.053, -0.337, 5.085)
H (0.236, 0.063, 5.877)
H (2.069, 0.417, 4.196)
H (3.408, -0.653, 3.244)
H (5.344, -0.873, 1.721)
H (4.937, -0.825, -0.735)
H (3.962, -2.332, -2.241)
H (3.609, -2.444, -4.694)
H (1.993, -0.867, -5.746)
H (-0.231, 0.420, -5.086)
H (0.912, 1.758, -5.093)
H (-0.107, 1.473, -3.674)
O (-3.200, 1.225, -2.572)
C (-2.595, 0.265, -2.166)
O (-2.175, 0.124, -0.917)
C (-2.234, -0.851, -3.115)
C (-3.061, -1.063, -4.196)
C (-2.710, -1.993, -5.154)
C (-1.533, -2.700, -5.070)
C (-0.711, -2.505, -3.979)
C (-1.029, -1.582, -2.963)
O (-0.234, -1.337, -1.958)
N (0.536, -3.297, -3.957)
O (1.069, -3.516, -2.892)
O (0.997, -3.635, -5.036)
N (-3.602, -2.224, -6.303)
O (-3.208, -2.963, -7.184)
O (-4.677, -1.659, -6.300)
H (-3.970, -0.486, -4.302)
H (-1.256, -3.404, -5.839)
C (0.975, 3.048, 1.220)
As (0.372, 2.236, -0.459)
C (-0.973, 3.523, -1.014)
C (1.873, 3.009, -1.438)
H (1.368, 4.036, 0.990)
H (1.772, 2.446, 1.659)
H (0.171, 3.140, 1.941)
H (-0.769, 4.477, -0.532)
H (-1.962, 3.166, -0.746)
H (-0.925, 3.642, -2.095)
H (1.843, 4.085, -1.276)
H (1.818, 2.794, -2.498)
H (2.812, 2.610, -1.051)
Cl (-2.530, -2.776, -0.457)
C (-2.034, -3.675, 0.974)
C (-2.979, -4.341, 1.727)
C (-2.601, -4.842, 2.963)
C (-1.300, -4.631, 3.408)
C (-0.372, -3.976, 2.609)
C (-0.703, -3.497, 1.338)
C (0.237, -2.801, 0.432)
H (-3.997, -4.434, 1.368)
H (-3.320, -5.366, 3.579)
H (-1.002, -4.995, 4.384)
H (0.642, -3.826, 2.966)
H (0.192, -3.241, -0.563)
H (1.257, -2.882, 0.806)
O (-5.610, 1.274, 1.739)
C (-4.671, 0.822, 2.363)
C (-4.145, 1.464, 3.633)
C (-2.815, 2.223, 3.352)
C (-1.957, 1.380, 2.458)
O (-1.700, 1.689, 1.319)
N (-3.949, -0.259, 1.933)
H (-3.971, 0.699, 4.392)
H (-4.899, 2.152, 4.000)
H (-2.296, 2.395, 4.296)
H (-3.010, 3.171, 2.855)

## Properties
Total energy = -5218.3523 hartree
LUMO = -0.73 eV
Net charge = 0
HOMO-LUMO gap = 6.8 eV



Entry 10:
ORCA calculation (ωB97M-V with the def2-TZVPD basis set) on C2H5O2P in the gas phase in a non-equilibrium geometry.

CARTESIAN COORDINATES (ANGSTROEM)
C (1.777, -0.846, -0.115)
C (-1.602, 0.370, -0.191)
O (0.568, 0.938, 1.464)
O (1.073, -0.258, -0.912)
P (0.080, 1.209, 0.098)
H (1.838, -0.383, 0.993)
H (2.300, -1.719, -0.317)
H (-1.627, -0.174, -1.126)
H (-2.366, 1.117, -0.430)
H (-2.042, -0.252, 0.536)

## Properties
Multiplicity = 3
Total energy = -570.8760 hartree
Relative energy (zero: lowest compared OMol25 entry of this formula, charge and spin) = 0.0 kcal/mol
LUMO (alpha / beta) = 0.47 / -3.27 eV
⟨S²⟩ = 2.011
Net charge = 0
HOMO-LUMO gap (alpha / beta) = 6.0 / 6.8 eV



Entry 11:
ORCA calculation (ωB97M-V with the def2-TZVPD basis set) on a molecular structure, C4H14HgIN3S in a non-equilibrium geometry.

CARTESIAN COORDINATES (ANGSTROEM)
C (0.464, -2.022, -4.354)
C (0.369, 1.322, -4.769)
H (1.549, -2.021, -4.402)
H (0.245, -1.581, -5.352)
H (0.123, -3.072, -4.310)
H (0.954, 2.204, -4.457)
H (1.086, 0.649, -5.327)
H (-0.475, 1.414, -5.474)
Hg (0.016, -0.192, -3.385)
C (-0.837, 1.207, -1.895)
H (-0.047, 1.843, -1.475)
H (-1.237, 0.683, -1.026)
H (-1.704, 1.786, -2.247)
I (-0.277, -2.204, -1.280)
N (-1.487, 0.052, 1.460)
N (-0.773, 0.817, 2.361)
C (0.344, 1.473, 1.904)
N (0.638, 2.561, 2.701)
S (1.302, 0.984, 0.634)
H (-0.831, -0.501, 0.894)
H (-2.134, -0.534, 1.978)
H (-1.372, 1.347, 3.008)
H (1.496, 3.061, 2.499)
H (0.238, 2.639, 3.625)

## Properties
Total energy = -1174.1877 hartree
Relative energy (zero: lowest compared OMol25 entry of this formula, charge and spin) = 90.2 kcal/mol
LUMO (alpha / beta) = -1.65 / -1.65 eV
Net charge = 0
HOMO-LUMO gap (alpha / beta) = 6.3 / 6.3 eV



Entry 12:
ORCA calculation (ωB97M-V with the def2-TZVPD basis set) on C22H23FN4O3 in the gas phase.

CARTESIAN COORDINATES (ANGSTROEM)
C (-4.060, -2.068, -7.224)
C (-5.131, -2.413, -6.194)
O (-5.342, -1.375, -5.258)
C (-4.443, -1.168, -4.260)
C (-3.346, -1.975, -3.974)
C (-2.512, -1.663, -2.915)
C (-2.766, -0.555, -2.126)
N (-1.896, -0.236, -1.037)
C (-1.252, 1.021, -1.052)
O (-1.423, 1.784, -1.980)
C (-0.390, 1.279, 0.067)
C (-0.209, 0.371, 1.065)
N (0.530, 0.565, 2.203)
C (1.131, 1.859, 2.462)
C (2.546, 1.952, 1.865)
N (3.375, 0.892, 2.403)
C (4.141, 1.118, 3.540)
C (4.906, 2.288, 3.633)
C (5.722, 2.530, 4.718)
C (5.795, 1.590, 5.730)
F (6.593, 1.822, 6.797)
C (5.070, 0.417, 5.666)
C (4.246, 0.188, 4.580)
C (2.772, -0.396, 2.156)
C (1.354, -0.498, 2.752)
N (-0.882, -0.823, 0.970)
C (-1.753, -1.172, -0.050)
O (-2.322, -2.238, -0.018)
C (-3.861, 0.254, -2.399)
C (-4.687, -0.049, -3.459)
H (-4.333, -1.154, -7.746)
H (-3.971, -2.875, -7.946)
H (-3.096, -1.912, -6.745)
H (-4.894, -3.354, -5.683)
H (-6.099, -2.528, -6.691)
H (-3.124, -2.850, -4.562)
H (-1.664, -2.294, -2.698)
H (0.120, 2.224, 0.041)
H (0.486, 2.647, 2.077)
H (1.201, 1.971, 3.550)
H (2.971, 2.926, 2.094)
H (2.496, 1.835, 0.778)
H (4.884, 3.011, 2.833)
H (6.308, 3.433, 4.780)
H (5.144, -0.305, 6.464)
H (3.682, -0.731, 4.561)
H (3.415, -1.189, 2.536)
H (2.694, -0.516, 1.068)
H (0.940, -1.480, 2.531)
H (1.391, -0.368, 3.838)
H (-0.865, -1.480, 1.737)
H (-4.055, 1.121, -1.789)
H (-5.541, 0.567, -3.689)

## Properties
Total energy = -1396.7858 hartree
Relative energy (zero: lowest compared OMol25 entry of this formula, charge and spin) = 32.4 kcal/mol
LUMO = 0.45 eV
Net charge = 0
HOMO-LUMO gap = 8.4 eV